Below is a structure of composition C42H52BFIrN3O2P2S in a non-equilibrium geometry, with properties calculated with ωB97M-V with the def2-TZVPD basis set.

Values from the calculation:
DFT total energy = -88597.7643 eV
Charge = +2

Geometry as XYZ:
```
105
Properties=species:S:1:pos:R:3:forces:R:3
Ir 0.102953 0.025387 0.381222 -0.985 -0.064 -0.622
C 1.196361 -7.424445 -0.908694 0.206 0.296 -0.058
S 2.845963 -6.694200 -1.089100 0.022 -0.099 -0.080
C 2.614505 -5.682151 -2.594828 0.160 -0.109 0.410
C 2.558143 -4.183401 -2.316132 -0.182 -0.054 -0.023
C 1.473259 -3.847999 -1.298384 0.325 -0.158 -0.221
N 1.302376 -2.401938 -1.096336 -0.456 0.607 0.836
P -0.018086 -1.542488 -1.783467 0.137 -1.317 -0.420
C -0.025864 -2.194080 -3.504946 -0.054 0.447 0.085
C -0.717105 -3.354452 -3.854342 -0.004 -0.031 0.006
C -0.603662 -3.873699 -5.134226 0.048 -0.035 -0.043
C 0.192352 -3.241507 -6.079560 -0.002 0.009 0.047
C 0.856108 -2.069700 -5.748910 0.082 0.023 -0.046
C 0.741271 -1.544828 -4.471677 -0.003 0.075 0.084
C -1.527527 -2.355894 -1.136332 0.048 0.182 -0.052
C -1.524353 -3.163298 -0.007035 0.063 0.046 -0.063
C -2.718280 -3.644513 0.508913 -0.057 -0.031 0.008
C -3.922848 -3.299950 -0.083410 -0.022 -0.031 0.050
C -3.936399 -2.499008 -1.219063 -0.058 0.103 0.016
C -2.743627 -2.033888 -1.747653 0.049 0.013 0.027
P 1.958591 -1.531094 0.237493 -0.206 0.658 -0.954
C 2.864090 -2.768485 1.190648 -0.559 0.464 0.594
C 4.145286 -3.162638 0.808405 0.000 0.125 -0.151
C 4.805320 -4.131554 1.542145 0.032 -0.064 0.033
C 4.206644 -4.692649 2.663566 -0.044 0.075 -0.054
C 2.938043 -4.287435 3.053381 -0.019 -0.071 0.049
C 2.264585 -3.325376 2.319799 -0.105 0.061 -0.049
C 3.241346 -0.467696 -0.482043 -0.264 0.228 0.302
C 4.142602 0.148842 0.389073 -0.040 0.020 0.042
C 5.063856 1.057633 -0.099748 0.020 -0.022 0.050
C 5.080182 1.373077 -1.453086 -0.066 0.008 -0.044
C 4.187097 0.762827 -2.321962 0.026 0.026 -0.023
C 3.263193 -0.149663 -1.837089 -0.108 -0.096 0.013
H 1.262782 -8.167913 -0.118482 -0.027 -0.010 0.012
H 0.901695 -7.909375 -1.836700 -0.039 -0.050 0.030
H 0.473436 -6.658289 -0.631016 -0.122 -0.090 0.018
H 1.703560 -6.030552 -3.082275 0.028 0.014 -0.101
H 3.467095 -5.905318 -3.233758 -0.108 0.011 -0.142
H 2.359702 -3.664211 -3.257831 0.030 0.081 0.012
H 3.527849 -3.843803 -1.945215 -0.002 0.051 0.007
H 1.733681 -4.316079 -0.347975 -0.126 -0.053 -0.033
H 0.520179 -4.262971 -1.631631 -0.031 -0.011 0.072
H -1.351142 -3.862643 -3.140759 0.031 -0.002 0.054
H -1.135951 -4.778659 -5.394735 -0.010 -0.008 0.014
H 0.290401 -3.658134 -7.072522 -0.020 0.007 -0.020
H 1.466380 -1.566094 -6.486103 -0.003 0.020 -0.008
H 1.254554 -0.622666 -4.225344 0.008 0.012 -0.028
H -0.589417 -3.408666 0.481114 -0.002 -0.027 0.029
H -2.710667 -4.285670 1.379414 0.017 0.013 0.032
H -4.852920 -3.662343 0.332654 -0.009 -0.034 -0.011
H -4.877578 -2.248780 -1.692390 0.002 -0.049 -0.053
H -2.745138 -1.462296 -2.673248 -0.047 0.018 0.007
H 4.626570 -2.707464 -0.047404 0.020 -0.015 -0.010
H 5.796097 -4.445704 1.244707 0.013 0.006 -0.013
H 4.737283 -5.436462 3.241692 0.001 -0.023 -0.007
H 2.477264 -4.712660 3.934115 -0.003 -0.007 0.011
H 1.280247 -2.990538 2.627191 -0.011 -0.013 0.039
H 4.117635 -0.089192 1.445956 0.045 0.040 0.019
H 5.771432 1.520826 0.573779 -0.009 0.027 0.013
H 5.779912 2.107146 -1.828714 0.064 -0.049 -0.006
H 4.209802 0.993152 -3.378665 0.008 0.028 -0.003
H 2.562205 -0.628913 -2.506785 0.097 -0.031 -0.052
C -1.777160 3.712465 7.257249 0.126 0.010 -0.056
C -0.335262 4.176930 7.034625 0.017 0.158 0.202
C -0.298617 5.713319 7.084127 -0.047 -0.118 0.000
C 0.517037 3.627783 8.191262 -0.130 -0.021 -0.069
C 0.226434 3.697415 5.701900 0.240 -0.021 -0.114
C 1.606176 3.794255 5.459190 -0.159 0.060 0.119
C 2.215905 3.312941 4.311934 0.100 -0.048 -0.361
C 1.392995 2.749893 3.358559 -0.864 0.376 0.589
O 1.691708 2.159243 2.160186 0.390 -0.403 -1.131
B 0.492856 1.723882 1.614725 0.006 -1.864 1.538
O -0.557056 2.137319 2.442243 -0.631 -0.258 -0.816
C 0.015809 2.716370 3.547909 0.890 0.294 0.219
C -0.587690 3.159176 4.706107 -0.150 -0.014 -0.207
H -2.083467 3.971376 8.270092 -0.034 0.027 -0.001
H -1.860558 2.629679 7.150637 -0.061 -0.019 -0.004
H -2.471804 4.198453 6.570338 -0.031 -0.034 -0.036
H -0.720912 6.055998 8.029642 0.014 0.047 0.014
H -0.885436 6.144870 6.272174 0.003 0.023 -0.025
H 0.722035 6.089058 7.012496 0.017 0.018 -0.029
H 0.067134 3.922510 9.139418 0.021 -0.004 0.036
H 1.533509 4.015991 8.176625 0.032 -0.011 -0.003
H 0.560011 2.538526 8.155509 0.026 -0.025 0.031
H 2.237270 4.267210 6.197800 0.009 -0.069 0.068
H 3.285898 3.382649 4.173439 0.006 -0.008 -0.011
H -1.658422 3.070588 4.821596 -0.006 0.003 0.053
N -4.242818 2.894195 -0.624289 -0.089 -0.035 -0.099
C -4.419137 1.509124 -0.073320 0.198 -0.417 0.313
C -3.069724 1.023878 0.446214 -0.257 -0.034 0.034
N -2.039589 1.042383 -0.593189 0.961 -0.092 0.774
C -1.915893 2.363304 -1.201652 -0.096 0.046 -0.070
C -3.249162 2.884202 -1.744343 0.531 0.006 -0.168
H -3.881085 3.489545 0.126398 -0.136 0.094 -0.028
H -5.134715 3.285178 -0.932884 0.017 0.026 0.037
H -4.790482 0.869276 -0.874382 -0.023 0.126 -0.077
H -5.155298 1.528985 0.728391 -0.019 0.132 -0.030
H -3.161471 0.011161 0.835876 -0.004 0.053 0.003
H -2.726567 1.653197 1.273267 0.018 -0.056 0.024
H -2.237200 0.329336 -1.289153 0.009 -0.053 -0.004
H -1.186374 2.328112 -2.009781 -0.019 0.048 -0.009
H -1.538298 3.051641 -0.439393 0.043 -0.003 -0.029
H -3.632368 2.237003 -2.533476 -0.134 0.007 0.085
H -3.138996 3.891163 -2.144054 -0.091 0.030 0.087
F -1.296874 -0.795815 1.569048 1.533 0.886 -0.476
```
Forces are in eV/Å.

***

Below is a structure of composition C42H52GaN4O10 in a non-equilibrium geometry, with properties calculated with ωB97M-V with the def2-TZVPD basis set.

Values from the calculation:
DFT total energy = -123190.9867 eV
Charge = -1

Geometry as XYZ:
```
109
Properties=species:S:1:pos:R:3:forces:R:3
C -2.040811 6.495230 -0.258575 0.395 0.245 -0.625
C -0.874780 6.950936 -1.295451 -0.265 0.397 1.214
O -1.381172 7.444597 -2.551465 0.097 -1.806 0.940
C -2.356521 6.501480 -3.134380 -1.491 1.480 -0.673
C -2.494763 6.850621 -4.694529 0.109 0.894 0.492
Ga -1.983444 5.329957 -5.989871 0.677 0.380 -0.164
C -0.315868 4.342434 -5.252371 0.113 0.634 0.853
C -0.619592 3.333056 -4.032685 2.134 -0.252 -0.403
C 0.063039 1.895423 -4.385943 -0.307 0.264 0.290
C 0.927703 1.282114 -3.166552 0.519 -1.237 -0.767
C 0.502289 -0.254062 -2.817049 0.343 1.467 0.430
O 0.173378 -1.024651 -4.002030 -1.194 -0.226 1.148
C -0.916602 -1.920504 -3.668546 -0.284 -0.720 0.442
C -3.532977 4.087071 -6.544572 -1.977 -0.582 0.253
C -4.556560 3.705972 -5.388077 -1.957 -1.947 1.520
C -4.957419 2.185355 -5.262977 -1.975 1.467 2.548
C -5.986865 1.662404 -4.205812 0.641 3.546 -0.014
C -6.686402 2.654960 -3.209434 2.732 1.115 -2.447
C -7.785288 2.168752 -2.133211 -0.055 0.960 -1.397
C -6.258252 4.158533 -3.334944 0.790 -2.584 -1.578
C -5.233187 4.677424 -4.393156 -1.065 -3.390 0.332
H -1.623366 6.619985 0.798284 -0.668 -0.387 -1.364
H -2.943236 7.204910 -0.388538 1.415 -1.234 0.266
H -2.345507 5.401413 -0.469174 0.320 1.845 0.517
H -0.124430 6.088512 -1.419294 -1.054 1.076 -0.053
H -0.320569 7.825603 -0.780187 -0.765 -1.278 -1.053
H -2.114035 5.411553 -2.900364 -0.029 1.465 -0.318
H -3.366649 6.795286 -2.645603 1.435 -0.967 -0.526
H -1.748961 7.713383 -4.900296 -1.083 -1.405 0.338
H -3.529888 7.295172 -4.971153 1.514 -0.648 0.750
H -1.482317 6.061259 -7.357896 -0.094 -0.042 -0.074
H 0.382870 5.167071 -4.838289 -0.969 -1.178 -0.763
H 0.228384 3.877292 -6.141575 -0.672 0.263 1.344
H -0.037724 3.712399 -3.103892 -1.151 -0.435 -1.302
H -1.721218 3.248427 -3.747531 1.415 -0.103 -0.524
H 0.787954 1.978106 -5.280396 -1.318 0.136 1.428
H -0.789730 1.221251 -4.737168 1.335 0.495 0.668
H 2.037488 1.207929 -3.486593 -1.709 0.327 0.405
H 0.921166 1.945916 -2.223506 -0.280 -1.194 -1.390
H -0.409719 -0.166843 -2.131648 1.211 -0.448 -0.785
H 1.391756 -0.776484 -2.311124 -1.394 0.761 -0.329
H -0.591234 -2.586461 -2.788135 -0.596 0.815 -1.099
H -1.878309 -1.375878 -3.350002 1.456 -0.513 -0.484
H -1.191250 -2.621101 -4.527969 0.706 1.205 0.908
H -3.157335 3.121495 -7.041796 -0.573 1.265 0.835
H -4.145592 4.632244 -7.361349 0.947 -0.686 1.254
H -4.520966 1.391173 -5.974915 -0.624 1.606 1.198
H -6.269311 0.547318 -4.142650 0.592 1.922 -0.239
H -8.104197 3.090955 -1.517595 0.681 -1.610 -0.677
H -8.737945 1.858653 -2.712580 1.522 0.296 0.938
H -7.436014 1.293193 -1.494233 -0.392 1.321 -0.773
H -6.764926 4.864400 -2.576238 1.044 -0.995 -1.483
H -5.011252 5.790333 -4.430976 -0.248 -1.731 0.044
C 3.101651 -4.338922 -2.320660 0.020 0.016 0.078
C 4.002373 -5.049673 -1.532948 -0.089 0.269 0.046
C 3.989133 -4.898527 -0.151227 0.074 -0.025 -0.002
C 3.064532 -4.034820 0.433520 -0.013 -0.073 -0.795
C 2.164764 -3.314072 -0.349897 -0.104 0.073 0.026
C 2.187529 -3.469437 -1.731804 0.170 -0.199 0.096
N 3.030727 -3.893164 1.890211 0.108 -0.075 0.389
O 3.846930 -4.527095 2.543967 -0.487 0.299 -0.281
O 2.184213 -3.151350 2.372961 0.516 -0.548 -0.382
H 3.111110 -4.463798 -3.399217 -0.004 0.027 0.135
H 4.713062 -5.724375 -1.996944 -0.107 0.086 0.116
H 4.696417 -5.458269 0.450947 -0.142 0.198 0.068
H 1.445241 -2.636042 0.096688 0.162 -0.135 0.099
H 1.490135 -2.916121 -2.351003 0.116 -0.068 0.089
C 1.999416 -0.425792 3.583039 0.020 0.100 0.020
C 1.137516 -1.277483 4.267114 -0.144 0.228 0.181
C 0.186846 -0.754069 5.137753 -0.040 0.047 -0.003
C 0.104769 0.629193 5.312702 0.562 -0.377 -0.542
C 0.971193 1.484952 4.634778 -0.004 0.145 0.031
C 1.920275 0.951373 3.768825 -0.144 -0.222 0.149
N -0.910609 1.187074 6.208823 -0.405 0.232 0.245
O -1.640702 0.403706 6.801572 0.378 0.367 -0.232
O -0.974068 2.403994 6.311793 0.059 -0.593 0.011
H 2.735976 -0.837540 2.900692 -0.110 0.027 0.127
H 1.204683 -2.348238 4.119667 -0.015 0.222 0.098
H -0.478124 -1.429927 5.664232 -0.010 0.265 0.005
H 0.918653 2.560091 4.767372 -0.164 -0.184 0.099
H 2.597054 1.609901 3.234599 -0.110 -0.035 0.087
C 2.722678 1.191591 9.509834 -0.003 -0.016 -0.018
C 4.030983 0.864152 9.854207 -0.138 -0.102 -0.214
C 4.753031 -0.033048 9.074352 0.091 0.008 0.047
C 4.155225 -0.593819 7.946991 -0.451 0.575 0.501
C 2.843553 -0.275980 7.600850 -0.051 -0.012 -0.075
C 2.127836 0.620391 8.388841 0.269 -0.046 0.083
N 4.920285 -1.519848 7.108371 0.303 -0.427 -0.413
O 6.062735 -1.790176 7.453456 -0.547 0.148 -0.128
O 4.375583 -1.966664 6.109776 0.250 0.239 0.526
H 2.163861 1.896610 10.118028 0.058 -0.090 -0.077
H 4.489190 1.311434 10.730163 -0.016 -0.082 -0.115
H 5.771412 -0.279751 9.353492 -0.135 -0.084 -0.218
H 2.368365 -0.711322 6.728077 0.247 -0.023 0.059
H 1.106702 0.877041 8.127138 0.121 -0.063 0.018
C 1.368447 -9.280810 2.663016 0.003 -0.003 -0.051
C 2.318354 -8.315497 2.342290 -0.119 -0.147 -0.114
C 2.695460 -8.122901 1.017604 0.044 0.046 -0.018
C 2.110433 -8.900900 0.019973 -0.215 -0.086 0.825
C 1.164414 -9.874094 0.335338 -0.074 -0.074 -0.056
C 0.795387 -10.061788 1.663209 0.195 0.203 -0.022
N 2.486077 -8.683741 -1.379231 0.128 0.033 -0.608
O 3.333473 -7.833273 -1.616030 -0.415 -0.564 0.147
O 1.928817 -9.360564 -2.230793 0.277 0.338 0.444
H 1.072223 -9.424684 3.697771 0.043 0.017 -0.124
H 2.762967 -7.710372 3.125664 -0.018 -0.031 -0.145
H 3.436254 -7.367684 0.781098 -0.154 -0.160 -0.145
H 0.708182 -10.486709 -0.434516 0.175 0.204 -0.032
H 0.057530 -10.814731 1.919487 0.085 0.080 -0.083
```
Forces are in eV/Å.

***

Highest occupied orbital energy values, unit eV, following the record order: -12.15 -4.62.
Relative energy (zero: lowest compared OMol25 entry of this formula, charge and spin) values, unit kcal per mole, following the record order: 103.8 100.1.
Gap between HOMO and LUMO values, unit eV, following the record order: 5.826 4.865.